No. 1
Here is a molecular structure, C3H2FeLiO3 from the Open Molecules 2025 dataset. Energies are from ωB97M-V/def2-TZVPD.

Values from the calculation:
F_max = 3.353 eV/A
DFT total energy = -43862.82284 eV
Lowest unoccupied orbital energy (spin up / spin down) = -6.931 / -7.657 eV
ΔE to the lowest compared entry with this formula, charge and spin = 149.1 kJ/mol
Orbital gap (spin up / spin down) = 3.68 / 5.17 eV

Structure (ORCA input):
```
! RIJCOSX wB97M-V def2-TZVPD def2/J DEFGRID3
* xyz 1 7
O 1.09 2.42 -1.18
O 0.06 0.05 -0.32
C -0.67 -1.05 -0.18
C -0.18 1.19 0.52
O -1.57 -1.11 0.68
C 0.86 2.22 0.16
Fe -0.09 -2.47 -1.50
H 1.86 1.81 0.52
H 0.62 3.18 0.71
Li -1.70 0.52 1.69
*
```



No. 2
Here is 9 unconnected molecules or ions with the total composition C30H68IO12P from the Open Molecules 2025 dataset. Energies are from ωB97M-V/def2-TZVPD.

Values from the calculation:
F_max = 1.486 eV/A
DFT total energy = -74170.14436 eV
Lowest unoccupied orbital energy = -0.973 eV
SMILES = CC(C)=CCC[C@@H](C)CCC1=C(P(O)I)C(=O)OC1=O.CCO.CCO.CCO.CCO.CCO.CCO.CCO.CCO
Orbital gap = 6.90 eV

Structure (ORCA input):
```
! RIJCOSX wB97M-V def2-TZVPD def2/J DEFGRID3
* xyz 0 1
C 4.33 3.15 -0.63
C 4.65 1.82 -1.27
C 5.96 1.75 -2.02
C 3.86 0.75 -1.15
C 2.36 0.78 -1.11
C 1.81 0.17 -2.42
C 0.53 0.82 -2.93
C 0.05 0.18 -4.25
C -0.61 0.88 -1.90
C -1.57 2.00 -2.32
C -2.88 2.13 -1.62
C -4.11 1.97 -2.15
P -4.47 1.19 -3.76
O -5.06 2.39 -4.70
I -6.46 0.01 -2.94
C -5.06 2.65 -1.23
O -6.04 3.25 -1.52
O -4.43 2.82 -0.01
C -3.14 2.33 -0.15
O -2.59 1.83 0.78
H 3.26 3.28 -0.47
H 4.81 3.15 0.35
H 4.76 4.00 -1.18
H 5.94 0.96 -2.77
H 6.78 1.56 -1.31
H 6.17 2.72 -2.48
H 4.31 -0.24 -1.08
H 2.02 1.81 -1.05
H 1.94 0.22 -0.27
H 2.58 0.32 -3.19
H 1.69 -0.92 -2.33
H 0.80 1.87 -3.16
H -0.74 -0.54 -4.04
H -0.39 0.93 -4.92
H 0.86 -0.33 -4.76
H -0.24 1.08 -0.90
H -1.16 -0.07 -1.93
H -1.05 2.95 -2.11
H -1.75 2.02 -3.39
H -5.95 2.66 -4.45
C 0.03 1.93 2.60
C 0.91 0.70 2.66
O 2.30 1.02 2.54
H 0.18 2.48 1.67
H -1.02 1.66 2.68
H 0.27 2.61 3.43
H 0.68 0.03 1.84
H 0.74 0.16 3.60
H 2.53 1.61 3.27
C 7.86 -3.02 -2.25
C 7.25 -1.84 -2.99
O 7.45 -1.96 -4.40
H 8.93 -3.09 -2.46
H 7.71 -2.92 -1.17
H 7.39 -3.95 -2.57
H 7.72 -0.91 -2.68
H 6.18 -1.77 -2.78
H 7.02 -2.77 -4.68
C -6.00 0.03 1.26
C -5.62 -1.30 1.88
O -4.43 -1.82 1.28
H -6.15 -0.10 0.19
H -6.91 0.44 1.69
H -5.20 0.75 1.40
H -6.40 -2.04 1.72
H -5.47 -1.20 2.96
H -3.73 -1.18 1.42
C -2.97 -4.28 -2.09
C -1.93 -3.18 -2.06
O -2.49 -1.90 -2.35
H -3.45 -4.31 -3.06
H -2.52 -5.25 -1.88
H -3.74 -4.09 -1.34
H -1.16 -3.35 -2.81
H -1.44 -3.15 -1.08
H -3.16 -1.72 -1.69
C 3.64 -5.99 -1.25
C 4.77 -5.01 -1.02
O 4.62 -3.83 -1.81
H 3.59 -6.27 -2.30
H 3.78 -6.89 -0.66
H 2.68 -5.55 -0.98
H 5.72 -5.45 -1.31
H 4.82 -4.74 0.04
H 3.79 -3.41 -1.56
C -4.14 -1.69 6.36
C -2.85 -1.19 5.73
O -2.23 -2.21 4.94
H -3.95 -2.56 6.98
H -4.60 -0.92 6.98
H -4.85 -1.98 5.59
H -2.12 -0.92 6.49
H -3.04 -0.31 5.11
H -2.85 -2.46 4.24
C -7.74 -0.77 9.02
C -7.31 -2.14 8.55
O -5.92 -2.38 8.78
H -7.16 0.01 8.52
H -8.80 -0.59 8.81
H -7.58 -0.66 10.09
H -7.45 -2.25 7.48
H -7.90 -2.92 9.05
H -5.77 -2.31 9.73
C 5.20 7.88 -3.69
C 5.30 6.38 -3.87
O 4.76 5.66 -2.76
H 5.72 8.18 -2.78
H 5.63 8.41 -4.53
H 4.15 8.19 -3.59
H 6.34 6.07 -3.95
H 4.78 6.08 -4.79
H 3.83 5.91 -2.68
*
```



No. 3
Here is a molecular structure, C8H15LiO2S3 from the Open Molecules 2025 dataset. Energies are from ωB97M-V/def2-TZVPD.

Values from the calculation:
F_max = 0.546 eV/A
DFT total energy = -45344.86479 eV
Lowest unoccupied orbital energy = 0.204 eV
ΔE to the lowest compared entry with this formula, charge and spin = 41.6 kJ/mol
Orbital gap = 7.37 eV

Structure (ORCA input):
```
! RIJCOSX wB97M-V def2-TZVPD def2/J DEFGRID3
* xyz 0 1
Li 0.12 -0.56 0.48
C 2.77 2.61 0.20
C 3.59 1.33 0.24
S 2.62 -0.21 0.19
C 2.93 -0.94 1.83
C 2.33 -0.19 3.00
S 0.50 -0.18 2.96
C 0.04 1.58 2.98
C 0.38 2.44 1.77
S 2.09 3.11 1.82
H 1.95 2.56 -0.51
H 3.42 3.44 -0.09
H 4.20 1.30 1.14
H 4.25 1.28 -0.63
H 4.00 -1.05 1.95
H 2.50 -1.94 1.76
H 2.66 0.84 3.03
H 2.63 -0.68 3.93
H 0.44 2.01 3.90
H -1.05 1.52 3.06
H -0.28 3.30 1.75
H 0.23 1.91 0.84
C -3.02 -2.22 -0.59
O -2.95 -0.83 -0.38
C -1.70 -0.32 -0.10
O -1.70 0.90 0.10
H -3.78 -2.41 -1.34
H -3.29 -2.73 0.34
H -2.06 -2.62 -0.93
*
```



No. 4
Here is a molecular structure, C12H19N3PdS2Si from the Open Molecules 2025 dataset. Energies are from ωB97M-V/def2-TZVPD.

Values from the calculation:
F_max = 1.153 eV/A
DFT total energy = -50232.54759 eV
Lowest unoccupied orbital energy (spin up / spin down) = -9.445 / -9.442 eV
ΔE to the lowest compared entry with this formula, charge and spin = 60.7 kJ/mol
Orbital gap (spin up / spin down) = 6.22 / 6.22 eV

Structure (ORCA input):
```
! RIJCOSX wB97M-V def2-TZVPD def2/J DEFGRID3
* xyz 2 1
Pd -0.01 1.05 0.04
C 3.59 0.12 4.21
S 3.85 0.29 2.43
C 2.27 0.44 1.83
S 2.06 0.13 0.14
N 1.25 0.73 2.60
N 0.09 0.61 1.92
C -1.00 0.19 2.46
C -2.23 0.14 1.70
C -3.44 -0.26 2.22
C -4.54 -0.29 1.37
C -4.39 0.07 0.04
C -3.13 0.47 -0.41
N -2.08 0.50 0.40
H 4.57 -0.14 4.60
H 2.88 -0.67 4.43
H 3.26 1.07 4.62
H -0.93 -0.15 3.49
H -3.53 -0.54 3.26
H -5.51 -0.60 1.74
H -5.21 0.06 -0.65
H -2.98 0.76 -1.44
C -0.73 3.83 1.30
Si 0.08 4.02 -0.39
C 1.29 5.42 -0.40
C -1.23 4.08 -1.71
C 1.21 2.46 -0.77
H -1.08 4.84 1.54
H -0.03 3.56 2.09
H -1.61 3.19 1.36
H 0.69 6.33 -0.30
H 1.87 5.51 -1.32
H 1.99 5.39 0.44
H -1.86 4.96 -1.56
H -1.89 3.21 -1.72
H -0.80 4.18 -2.71
H 2.25 2.57 -0.49
H 1.20 1.97 -1.76
*
```